No. 1
19
Properties=species:S:1:pos:R:3:nbo_charge:R:1 method="wB97M-V/def2-TZVPD" charge=+1 max_force_ev_per_a=3.739 total_energy_ev=-7896.64352 homo_ev=-14.0 relative_energy_kj_mol=329.79 lumo_ev=-5.61
C -1.274 0.055 1.168 -0.533
C -0.506 1.227 0.993 0.309
C -0.131 -0.781 0.247 0.401
C -0.495 2.138 -0.120 -0.713
C -0.800 -1.183 -1.012 -0.696
C 2.187 -1.179 -0.234 -0.464
N 1.110 -0.685 0.471 -0.375
H -1.372 -0.345 2.148 0.281
H -2.210 -0.142 0.570 0.273
H 0.224 1.577 1.820 0.260
H 0.512 2.225 -0.620 0.290
H -0.841 3.010 0.309 0.292
H -1.227 1.818 -0.784 0.227
H -0.027 -1.722 -1.583 0.255
H -1.100 -0.211 -1.433 0.236
H -1.709 -1.802 -0.761 0.255
H 1.983 -1.660 -1.211 0.193
H 2.789 -1.973 0.282 0.266
H 2.888 -0.368 -0.249 0.244



No. 2
147
Properties=species:S:1:pos:R:3:mulliken_charge:R:1 method="wB97M-V/def2-TZVPD" max_force_ev_per_a=5.516 total_energy_ev=-157276.74814 homo_ev=-8.1 relative_energy_kj_mol=639.68 lumo_ev=0.16
O -4.279 -7.228 8.655 -0.883
P -3.582 -6.288 9.531 0.221
N -3.435 -6.958 11.070 0.235
C -4.680 -7.262 11.820 -1.047
C -2.270 -6.840 11.945 -0.725
N -4.420 -4.706 9.649 0.300
C -5.628 -4.479 8.831 -0.972
C -4.024 -3.683 10.645 -1.078
N -2.098 -5.814 8.958 0.156
C -2.066 -4.868 7.831 -1.041
C -1.134 -6.939 8.751 -1.145
H -5.045 -6.435 12.428 0.272
H -4.472 -8.197 12.340 0.455
H -5.396 -7.335 11.001 0.315
H -1.363 -7.189 11.450 0.214
H -2.347 -7.375 12.891 0.361
H -2.105 -5.763 11.981 0.211
H -6.189 -3.560 9.001 0.365
H -5.286 -4.653 7.810 0.282
H -6.389 -5.255 8.914 0.293
H -4.011 -2.678 10.222 0.394
H -4.894 -3.638 11.300 0.393
H -3.083 -3.872 11.162 0.282
H -2.171 -3.828 8.141 0.252
H -1.030 -4.776 7.506 0.456
H -2.575 -5.129 6.903 0.343
H -1.207 -7.403 7.767 0.364
H -1.248 -7.734 9.488 0.374
H -0.110 -6.565 8.753 0.353
O 6.515 7.886 -4.268 -0.835
P 5.901 6.939 -5.302 0.476
N 5.922 5.249 -4.843 0.205
C 4.669 4.790 -4.093 -1.060
C 7.079 4.440 -4.781 -1.062
N 6.774 6.947 -6.762 0.194
C 7.862 7.865 -6.944 -1.062
C 6.683 5.863 -7.745 -1.200
N 4.383 7.261 -5.974 0.258
C 3.484 6.356 -6.751 -1.055
C 3.675 8.571 -5.797 -1.135
H 4.877 4.454 -3.077 0.379
H 4.097 3.943 -4.471 0.315
H 3.990 5.642 -4.090 0.356
H 7.625 4.845 -3.929 0.349
H 7.844 4.508 -5.554 0.305
H 6.825 3.394 -4.613 0.354
H 8.063 8.287 -5.959 0.353
H 8.661 7.317 -7.444 0.260
H 7.499 8.620 -7.641 0.301
H 7.650 5.392 -7.921 0.416
H 5.961 5.099 -7.459 0.381
H 6.508 6.289 -8.733 0.361
H 4.012 5.405 -6.827 0.348
H 2.650 5.949 -6.180 0.386
H 3.276 6.733 -7.752 0.360
H 2.601 8.545 -5.985 0.414
H 4.070 9.323 -6.479 0.302
H 3.776 8.889 -4.760 0.336
O -2.117 0.859 -7.477 -0.868
P -2.430 0.710 -8.929 0.548
N -1.264 -0.164 -9.709 0.236
C -1.278 -1.577 -9.710 -1.173
C 0.093 0.374 -9.648 -1.112
N -2.627 2.201 -9.855 0.177
C -2.291 2.256 -11.235 -1.047
C -3.512 3.187 -9.369 -0.954
N -4.033 -0.052 -9.201 0.286
C -4.663 -0.295 -10.489 -0.983
C -4.959 -0.400 -8.111 -1.046
H -2.273 -2.012 -9.800 0.297
H -0.918 -1.833 -8.714 0.382
H -0.729 -1.915 -10.589 0.346
H 0.713 0.019 -8.824 0.353
H -0.013 1.430 -9.401 0.358
H 0.567 0.231 -10.619 0.352
H -1.751 3.203 -11.225 0.362
H -1.696 1.382 -11.501 0.314
H -3.273 2.241 -11.707 0.340
H -4.481 2.931 -9.798 0.298
H -3.508 3.205 -8.279 0.292
H -3.226 4.177 -9.724 0.312
H -3.873 -0.616 -11.168 0.319
H -5.617 -0.818 -10.428 0.439
H -4.874 0.641 -11.006 0.208
H -5.963 -0.578 -8.496 0.406
H -4.946 0.405 -7.377 0.268
H -4.569 -1.315 -7.665 0.290
C -5.116 -8.861 1.538 -0.825
S -5.189 -7.659 0.112 0.480
O -5.950 -8.451 -0.965 -0.620
C -6.538 -6.510 0.717 -0.951
H -4.903 -9.884 1.227 0.327
H -6.078 -8.862 2.051 0.271
H -4.349 -8.442 2.190 0.309
H -6.250 -5.849 1.535 0.360
H -7.482 -6.977 0.998 0.325
H -6.849 -5.927 -0.150 0.323
C 7.322 -4.737 2.824 -0.890
S 7.055 -6.274 1.848 0.472
O 7.590 -5.894 0.431 -0.618
C 8.233 -7.439 2.698 -0.860
H 6.805 -4.869 3.774 0.342
H 6.748 -3.944 2.344 0.315
H 8.388 -4.511 2.871 0.308
H 7.769 -7.928 3.555 0.329
H 9.023 -6.878 3.197 0.277
H 8.656 -8.130 1.969 0.322
C -6.783 5.444 1.837 -0.885
S -6.434 4.969 0.008 0.471
O -7.739 4.659 -0.748 -0.596
C -5.717 6.532 -0.735 -0.895
H -5.895 5.747 2.392 0.339
H -7.167 4.498 2.222 0.288
H -7.577 6.169 2.016 0.317
H -6.092 7.446 -0.275 0.308
H -5.749 6.464 -1.822 0.309
H -4.662 6.667 -0.495 0.343
C 6.257 2.364 4.479 -0.950
S 6.679 3.011 6.217 0.468
O 5.447 3.746 6.764 -0.590
C 6.514 1.415 7.215 -0.941
H 5.267 2.026 4.172 0.345
H 7.023 1.598 4.358 0.298
H 6.427 2.923 3.558 0.371
H 6.538 1.490 8.302 0.337
H 7.105 0.577 6.845 0.348
H 5.503 1.016 7.139 0.313
C -1.393 -1.288 -0.594 -0.844
S 0.267 -0.570 -0.351 0.500
O 0.534 -0.563 1.181 -0.634
C 1.276 -1.940 -0.994 -0.915
H -2.076 -0.471 -0.360 0.296
H -1.405 -2.239 -0.062 0.300
H -1.443 -1.644 -1.623 0.341
H 1.302 -2.759 -0.275 0.312
H 2.337 -1.695 -0.947 0.316
H 0.913 -2.110 -2.008 0.329
C -0.124 2.844 8.268 -0.892
S -1.557 3.805 7.559 0.493
O -1.827 4.940 8.528 -0.616
C -0.691 4.505 6.158 -0.942
H -0.432 2.272 9.143 0.333
H 0.511 3.595 8.739 0.310
H 0.337 2.413 7.379 0.305
H -0.389 3.789 5.395 0.377
H 0.287 4.835 6.509 0.313
H -1.140 5.317 5.586 0.320



No. 3
19
Properties=species:S:1:pos:R:3:nbo_charge:R:1 method="wB97M-V/def2-TZVPD" max_force_ev_per_a=4.018 total_energy_ev=-154733.20374 homo_ev="-8.0 / -8.4" relative_energy_kj_mol=334.28 lumo_ev="-0.89 / -0.41"
C -1.275 -0.019 2.315 -0.612
C -0.423 -0.445 1.187 -0.383
C -0.701 0.468 -0.081 -0.384
C 0.332 0.337 -1.207 -0.545
C -0.348 0.439 -2.484 -0.181
P 1.764 -0.029 -4.442 0.130
Br -1.053 2.101 -3.046 0.103
Br -1.339 -1.047 -3.082 0.094
H -0.644 0.089 3.227 0.209
H -1.955 -0.814 2.337 0.212
H -1.790 0.873 2.128 0.206
H 0.624 -0.319 1.524 0.193
H -0.527 -1.500 0.947 0.201
H -0.784 1.488 0.101 0.205
H -1.617 0.213 -0.519 0.198
H 0.682 -0.600 -1.236 0.226
H 1.117 1.082 -1.195 0.233
H 2.891 0.586 -3.728 -0.042
H 2.303 -1.213 -4.094 -0.063